Record 1
Molecular formula: C17H17N3O5S
Method: DFT, ωB97M-V/def2-TZVPD

Values from the calculation:
Energy relative to the best compared isomer or geometry (same formula, charge and spin) in eV: 3.0441
Calculated total energy in a.u.: -1596.6182
Gap between HOMO and LUMO in eV: 8.66
SMILES: COc1ccc(OCc2nnc(SCC(=O)NCc3ccco3)o2)cc1
LUMO energy in eV: 0.52

XYZ file:
```
43
Properties=species:S:1:pos:R:3:nbo_charge:R:1
C 6.35 -3.61 -1.76 -0.251
O 5.33 -3.49 -0.80 -0.493
C 4.09 -3.10 -1.21 0.264
C 3.74 -2.79 -2.53 -0.243
C 2.45 -2.41 -2.83 -0.248
C 1.49 -2.31 -1.83 0.264
O 0.24 -1.92 -2.26 -0.484
C -0.78 -1.76 -1.30 -0.121
C -0.52 -0.65 -0.35 0.431
N -0.66 -0.67 0.94 -0.280
N -0.34 0.55 1.40 -0.325
C -0.01 1.26 0.36 0.281
S 0.49 2.91 0.34 0.289
C 0.18 3.30 2.09 -0.612
C -1.26 3.05 2.54 0.681
O -1.51 2.75 3.68 -0.602
N -2.19 3.28 1.59 -0.619
C -3.56 2.82 1.74 -0.272
C -3.76 1.57 0.95 0.253
C -3.70 0.26 1.30 -0.285
C -3.88 -0.48 0.10 -0.316
C -4.03 0.44 -0.89 0.074
O -3.96 1.68 -0.39 -0.411
O -0.11 0.56 -0.79 -0.407
C 1.83 -2.61 -0.52 -0.291
C 3.12 -3.00 -0.22 -0.220
H 7.24 -3.93 -1.22 0.201
H 6.10 -4.36 -2.52 0.174
H 6.56 -2.65 -2.25 0.174
H 4.47 -2.86 -3.33 0.213
H 2.17 -2.17 -3.84 0.224
H -1.68 -1.53 -1.88 0.222
H -0.95 -2.68 -0.72 0.211
H 0.44 4.35 2.21 0.254
H 0.84 2.69 2.71 0.266
H -1.89 3.50 0.65 0.401
H -4.24 3.61 1.39 0.215
H -3.72 2.63 2.80 0.256
H -3.54 -0.14 2.28 0.242
H -3.90 -1.55 0.01 0.229
H -4.19 0.34 -1.94 0.203
H 1.11 -2.55 0.28 0.233
H 3.40 -3.23 0.79 0.226
```


Record 2
Molecular formula: C4H14N2O
Method: DFT, ωB97M-V/def2-TZVPD

Values from the calculation:
Energy relative to the best compared isomer or geometry (same formula, charge and spin) in eV: 2.4799
Calculated total energy in a.u.: -345.4850
Gap between HOMO and LUMO in eV: 9.57
SMILES: CNCCCN.O
LUMO energy in eV: 0.71

XYZ file:
```
21
Properties=species:S:1:pos:R:3:nbo_charge:R:1
C 1.41 -2.10 -0.40 -0.403
N 1.21 -0.95 0.46 -0.634
C 1.40 0.37 -0.19 -0.214
C 0.70 1.40 0.77 -0.428
C -0.72 1.15 1.53 -0.221
N -1.95 1.08 0.61 -0.851
H 2.55 -2.05 -0.54 0.196
H 0.89 -2.14 -1.42 0.135
H 1.21 -3.00 0.12 0.203
H 0.32 -0.96 0.93 0.355
H 0.95 0.40 -1.15 0.166
H 2.46 0.72 -0.30 0.191
H 1.48 1.49 1.56 0.206
H 0.58 2.37 0.19 0.206
H -0.68 0.21 2.03 0.174
H -1.01 1.88 2.28 0.207
H -2.36 1.89 0.28 0.354
H -1.74 0.53 -0.12 0.355
O -1.62 -0.59 -2.17 -0.918
H -0.95 -1.29 -2.17 0.462
H -2.31 -1.16 -2.11 0.459
```


Record 3
Molecular formula: C17H31KN3O3
Method: DFT, ωB97M-V/def2-TZVPD

Values from the calculation:
Charge: +1
Energy relative to the best compared isomer or geometry (same formula, charge and spin) in eV: 0.4391
Calculated total energy in a.u.: -1656.1865
Gap between HOMO and LUMO in eV: 9.24
LUMO energy in eV: -2.25

XYZ file:
```
55
Properties=species:S:1:pos:R:3:nbo_charge:R:1
K -0.32 -0.04 -0.66 0.918
C -1.74 2.20 3.64 -0.418
N -0.33 2.04 3.31 -0.405
C 0.63 2.29 4.37 -0.413
C 0.00 1.53 2.11 0.677
O -0.82 1.25 1.24 -0.678
C 1.49 1.33 1.83 -0.161
O 1.60 0.70 0.58 -0.538
C 2.93 0.47 0.19 -0.160
C 2.88 -0.18 -1.19 0.671
O 1.79 -0.41 -1.71 -0.678
N 4.05 -0.47 -1.77 -0.400
C 5.36 -0.28 -1.18 -0.410
C 4.07 -1.08 -3.10 -0.420
H -1.88 3.15 4.16 0.211
H -2.08 1.40 4.29 0.204
H -2.32 2.19 2.73 0.241
H 0.28 3.14 4.96 0.223
H 1.61 2.54 3.98 0.210
H 0.72 1.43 5.04 0.206
H 1.94 0.70 2.62 0.198
H 2.01 2.29 1.82 0.201
H 3.43 -0.20 0.91 0.198
H 3.48 1.41 0.15 0.199
H 5.29 0.19 -0.20 0.209
H 5.97 0.36 -1.82 0.214
H 5.86 -1.24 -1.07 0.212
H 3.06 -1.18 -3.46 0.246
H 4.53 -2.07 -3.05 0.206
H 4.65 -0.46 -3.78 0.207
C -4.28 0.75 -1.25 -0.637
C -3.35 -0.40 -0.97 -0.006
C -3.06 -0.76 0.34 -0.237
C -2.23 -1.84 0.63 0.001
C -1.94 -2.23 2.05 -0.636
C -1.70 -2.57 -0.43 -0.265
C -1.98 -2.24 -1.75 -0.021
C -1.44 -3.07 -2.89 -0.634
C -2.80 -1.15 -2.00 -0.207
H -5.31 0.41 -1.28 0.237
H -4.06 1.21 -2.21 0.213
H -4.20 1.51 -0.47 0.220
H -3.49 -0.20 1.16 0.216
H -2.69 -2.94 2.41 0.236
H -1.98 -1.36 2.70 0.215
H -0.97 -2.71 2.15 0.216
H -1.08 -3.44 -0.23 0.218
H -2.13 -3.89 -3.12 0.234
H -0.48 -3.51 -2.63 0.220
H -1.32 -2.47 -3.79 0.220
H -3.05 -0.90 -3.03 0.207
N -1.06 2.01 -2.41 -1.091
H -1.41 1.63 -3.28 0.370
H -0.35 2.69 -2.66 0.372
H -1.82 2.52 -1.98 0.371
```


Record 4
Molecular formula: C26H21AsF6N4PtS
Method: DFT, ωB97M-V/def2-TZVPD

Values from the calculation:
Charge: +3
Energy relative to the best compared isomer or geometry (same formula, charge and spin) in eV: 3.0114
Calculated total energy in a.u.: -4573.8713
Gap between HOMO and LUMO (spin up / spin down) in eV: 3.92 / 3.84
Multiplicity: 2
LUMO energy (spin up / spin down) in eV: -12.48 / -12.56

XYZ file:
```
60
Properties=species:S:1:pos:R:3:nbo_charge:R:1
Pt -0.21 -0.69 -0.19 1.433
C -1.71 -4.27 -0.10 -0.681
C -2.91 -3.45 -0.37 0.373
C -4.15 -4.06 -0.60 -0.237
C -5.25 -3.29 -0.85 0.001
C -5.10 -1.89 -0.86 -0.232
C -6.18 -1.03 -1.08 0.156
C -6.06 0.39 -1.07 -0.216
C -4.85 0.95 -0.86 -0.076
C -3.66 0.13 -0.66 -0.217
S -2.24 0.90 -0.51 0.338
C -3.81 -1.35 -0.64 0.327
N -2.75 -2.09 -0.41 -0.483
H -1.96 -5.30 0.10 0.265
H -1.14 -3.87 0.73 0.246
H -1.06 -4.23 -0.98 0.296
H -4.21 -5.14 -0.57 0.276
H -6.22 -3.74 -1.02 0.268
H -7.16 -1.46 -1.26 0.265
H -6.94 0.99 -1.24 0.285
H -4.73 2.03 -0.86 0.269
N 0.02 -0.65 1.95 -0.760
C 1.44 -0.41 2.23 0.043
C 1.97 -0.36 3.48 -0.140
C 3.36 -0.13 3.64 -0.169
C 4.17 0.04 2.55 -0.117
C 3.64 -0.01 1.24 -0.098
C 4.40 0.12 0.06 -0.024
C 3.80 0.01 -1.17 -0.246
C 2.43 -0.23 -1.25 0.133
N 1.71 -0.32 -0.14 -0.346
C 2.26 -0.24 1.10 0.233
H -0.55 0.08 2.38 0.432
H -0.29 -1.55 2.31 0.434
H 1.35 -0.50 4.36 0.255
H 3.77 -0.10 4.64 0.267
H 5.23 0.21 2.68 0.261
H 5.47 0.29 0.13 0.265
H 4.36 0.09 -2.09 0.279
H 1.91 -0.34 -2.19 0.258
N 0.23 2.09 -0.28 -0.571
C 0.61 3.18 -0.35 0.454
C 1.06 4.53 -0.46 -0.181
C 2.42 4.80 -0.31 -0.168
C 2.86 6.11 -0.43 -0.185
C 1.95 7.12 -0.71 -0.129
C 0.60 6.84 -0.86 -0.193
C 0.14 5.54 -0.74 -0.159
H 3.12 4.00 -0.10 0.219
H 3.91 6.34 -0.31 0.245
H 2.30 8.14 -0.80 0.248
H -0.10 7.64 -1.06 0.248
H -0.91 5.31 -0.86 0.226
F 0.44 -2.45 -0.86 -0.640
As 2.15 -4.08 -0.77 2.867
F 1.12 -4.64 0.48 -0.590
F 2.77 -2.98 0.40 -0.611
F 3.33 -5.24 -0.72 -0.546
F 2.75 -3.04 -1.97 -0.583
F 1.08 -4.76 -1.90 -0.570
```


Record 5
Molecular formula: C2HClF3O3S
Method: DFT, ωB97M-V/def2-TZVPD

Values from the calculation:
Charge: -1
Energy relative to the best compared isomer or geometry (same formula, charge and spin) in eV: 0.0980
Calculated total energy in a.u.: -1460.5667
Gap between HOMO and LUMO in eV: 8.51
SMILES: O=S(=O)([O-])[C@](F)(Cl)C(F)F
LUMO energy in eV: 3.56

XYZ file:
```
11
Properties=species:S:1:pos:R:3:nbo_charge:R:1
O 0.09 2.07 1.76 -0.963
S -0.51 0.87 1.34 2.355
O -0.48 -0.35 2.12 -0.973
O -1.74 1.03 0.52 -1.023
C 0.68 0.25 -0.35 -0.030
F 1.89 -0.05 0.12 -0.337
Cl 0.49 1.56 -1.38 0.003
C -0.01 -1.03 -0.88 0.510
F 0.52 -1.45 -2.04 -0.368
F 0.12 -2.07 -0.04 -0.326
H -1.05 -0.82 -1.18 0.151
```


Record 6
Molecular formula: C14H22ClN3O3S2
Method: DFT, ωB97M-V/def2-TZVPD

Values from the calculation:
Energy relative to the best compared isomer or geometry (same formula, charge and spin) in eV: 6.5401
Calculated total energy in a.u.: -2192.9738
Gap between HOMO and LUMO in eV: 7.42
SMILES: NCc1c(CCCCS(=O)(=O)Cl)ccc2nsnc12.CC(C)O
LUMO energy in eV: -1.07

XYZ file:
```
45
Properties=species:S:1:pos:R:3:nbo_charge:R:1
N 1.41 -2.67 3.53 -0.840
C 1.15 -2.90 2.08 -0.271
C 0.06 -1.93 1.42 -0.013
C -0.07 -0.41 1.64 -0.007
C 0.93 0.38 2.61 -0.453
C 2.24 0.92 1.79 -0.406
C 3.37 -0.22 1.75 -0.432
C 4.74 0.27 1.01 -0.583
S 5.46 -1.30 0.24 1.920
O 6.86 -1.06 -0.25 -0.859
O 5.47 -2.42 1.28 -0.880
Cl 4.23 -2.00 -1.32 -0.190
C -1.17 0.50 0.90 -0.210
C -2.17 -0.16 -0.08 -0.222
C -2.06 -1.70 -0.33 0.100
N -2.83 -2.53 -1.22 -0.572
S -2.25 -4.14 -1.08 0.823
N -0.97 -3.99 0.06 -0.591
C -0.97 -2.58 0.40 0.121
H 2.34 -2.21 3.58 0.354
H 1.52 -3.58 4.01 0.373
H 0.72 -3.97 1.99 0.232
H 2.11 -2.92 1.43 0.206
H 1.19 -0.17 3.57 0.251
H 0.38 1.35 2.93 0.219
H 1.87 1.05 0.70 0.214
H 2.60 1.94 2.16 0.217
H 2.95 -1.06 1.06 0.234
H 3.65 -0.60 2.79 0.223
H 5.49 0.74 1.73 0.277
H 4.45 0.97 0.13 0.256
H -1.17 1.63 1.12 0.236
H -2.93 0.50 -0.61 0.270
C -5.20 3.32 -3.85 -0.630
C -4.07 3.02 -2.88 0.094
C -2.75 2.80 -3.61 -0.631
O -4.39 1.85 -2.12 -0.726
H -5.35 2.48 -4.54 0.199
H -6.14 3.46 -3.31 0.219
H -4.99 4.22 -4.44 0.211
H -3.96 3.85 -2.17 0.176
H -2.82 1.94 -4.29 0.201
H -1.95 2.57 -2.90 0.216
H -2.47 3.68 -4.19 0.211
H -4.49 1.11 -2.73 0.464
```


Record 7
Molecular formula: C24H68N4O10
Method: DFT, ωB97M-V/def2-TZVPD

Values from the calculation:
Energy relative to the best compared isomer or geometry (same formula, charge and spin) in eV: 9.7624
Calculated total energy in a.u.: -1926.3255
Gap between HOMO and LUMO in eV: 9.25
SMILES: NC(N)=O.NC(N)=O.CC(C)O.CC(C)O.CC(C)O.CC(C)O.CC(C)O.CC(C)O.CC(C)O.CO
LUMO energy in eV: 0.06

XYZ file:
```
106
Properties=species:S:1:pos:R:3:lowdin_charge:R:1
N -10.20 -15.77 -5.51 0.182
C -10.38 -16.99 -5.11 -0.664
N -11.62 -17.30 -5.04 0.135
O -9.34 -17.83 -4.96 -0.049
H -9.23 -15.46 -5.75 0.169
H -10.99 -15.17 -5.78 0.121
H -11.89 -18.05 -4.41 0.078
H -12.34 -16.52 -5.08 0.109
N -13.93 -18.90 -8.68 0.163
C -13.38 -18.14 -7.79 -0.580
N -12.36 -18.63 -7.11 0.179
O -13.77 -16.81 -7.65 -0.129
H -14.39 -18.38 -9.41 0.120
H -13.61 -19.85 -8.93 0.141
H -12.09 -18.03 -6.30 0.030
H -12.11 -19.65 -7.02 0.105
C -8.50 -16.20 -0.72 -0.030
C -9.22 -16.46 -2.03 -0.595
C -10.73 -16.56 -1.72 -0.045
O -9.14 -15.57 -2.93 0.012
H -8.39 -15.12 -0.61 0.082
H -7.46 -16.48 -0.74 0.068
H -9.00 -16.71 0.10 0.077
H -8.86 -17.39 -2.42 0.131
H -11.39 -17.11 -2.42 0.066
H -11.15 -15.59 -1.44 0.077
H -11.04 -17.13 -0.84 0.052
H -9.48 -15.90 -3.74 0.020
C -16.93 -20.57 -5.74 -0.038
C -16.47 -21.65 -6.70 -0.658
C -17.30 -22.88 -6.56 -0.025
O -16.40 -21.32 -7.91 0.025
H -17.89 -20.16 -6.06 0.096
H -16.19 -19.76 -5.81 0.073
H -17.06 -20.95 -4.78 0.049
H -15.43 -21.83 -6.47 0.125
H -18.29 -22.85 -6.92 0.070
H -17.43 -23.08 -5.51 0.065
H -16.81 -23.73 -7.11 0.107
H -15.72 -20.64 -8.08 0.097
C -10.59 -22.61 -6.50 -0.017
C -11.51 -21.75 -5.66 -0.622
C -10.77 -20.55 -5.07 -0.033
O -12.53 -21.35 -6.27 -0.007
H -11.07 -23.24 -7.18 0.061
H -9.99 -23.24 -5.83 0.087
H -9.82 -21.95 -6.94 0.089
H -11.84 -22.35 -4.85 0.117
H -9.86 -20.97 -4.60 0.102
H -11.26 -19.88 -4.41 0.046
H -10.28 -19.89 -5.81 0.069
H -13.19 -21.33 -5.58 0.069
C -18.72 -15.73 -4.39 -0.027
C -18.95 -17.21 -4.03 -0.559
C -17.50 -17.78 -3.85 -0.055
O -19.61 -17.31 -2.95 0.008
H -18.95 -15.66 -5.44 0.082
H -17.72 -15.52 -4.31 0.014
H -19.40 -15.05 -3.95 0.078
H -19.45 -17.75 -4.86 0.150
H -17.09 -17.60 -2.87 0.062
H -16.88 -17.55 -4.71 0.064
H -17.46 -18.91 -3.80 0.075
H -19.19 -16.71 -2.30 0.128
C -13.82 -18.69 -0.26 -0.015
C -14.64 -17.45 -0.50 -0.608
C -14.01 -16.26 0.27 -0.001
O -14.76 -17.07 -1.68 -0.026
H -14.12 -19.51 -0.88 0.062
H -14.06 -18.95 0.74 0.087
H -12.76 -18.49 -0.31 0.084
H -15.64 -17.67 -0.15 0.142
H -13.77 -16.52 1.25 0.062
H -14.66 -15.44 0.38 0.061
H -13.11 -15.94 -0.26 0.073
H -15.41 -16.34 -1.72 0.150
C -15.55 -23.04 -2.57 0.002
C -14.63 -21.81 -2.77 -0.601
C -13.28 -21.91 -2.05 -0.036
O -14.39 -21.53 -3.97 -0.038
H -16.19 -22.96 -1.65 0.099
H -14.90 -23.96 -2.54 0.098
H -16.27 -23.16 -3.33 0.036
H -15.11 -20.91 -2.55 0.114
H -12.59 -21.11 -2.11 0.053
H -12.67 -22.76 -2.43 0.091
H -13.35 -22.15 -1.00 0.073
H -14.16 -20.56 -4.05 0.081
C -15.20 -14.88 -5.63 -0.010
C -13.80 -14.44 -5.17 -0.655
C -13.42 -14.73 -3.78 -0.040
O -12.94 -14.99 -5.83 -0.044
H -15.30 -14.70 -6.71 0.097
H -16.03 -14.36 -5.16 0.073
H -15.41 -15.90 -5.49 0.036
H -13.78 -13.33 -5.32 0.157
H -12.42 -14.41 -3.44 0.104
H -13.57 -15.79 -3.58 0.057
H -14.15 -14.33 -3.04 0.102
H -13.27 -15.24 -6.70 0.095
C -14.16 -18.61 -4.34 -0.149
O -13.21 -18.76 -3.31 -0.139
H -15.17 -18.63 -3.90 0.079
H -14.03 -19.24 -5.19 0.069
H -14.04 -17.59 -4.73 0.077
H -13.60 -18.31 -2.53 0.058
```


Record 8
Molecular formula: C3H9N4O
Method: DFT, ωB97M-V/def2-TZVPD

Values from the calculation:
Charge: +1
Energy relative to the best compared isomer or geometry (same formula, charge and spin) in eV: 1.8276
Calculated total energy in a.u.: -413.6808
Gap between HOMO and LUMO in eV: 9.46
LUMO energy in eV: -3.89

XYZ file:
```
17
Properties=species:S:1:pos:R:3:nbo_charge:R:1
C -1.76 -0.55 0.18 0.628
C 0.43 -0.78 -0.72 0.078
C -1.46 1.74 -0.25 0.518
N -0.50 -0.84 0.02 -0.398
N -2.17 0.69 -0.13 -0.533
N -2.64 -1.48 0.45 -0.724
N 3.22 -0.35 0.36 -1.066
O -0.25 1.87 0.20 -0.632
H 0.37 -0.79 -1.81 0.162
H 1.55 -0.74 -0.45 0.266
H -1.86 2.68 -0.76 0.196
H -2.41 -2.50 0.63 0.442
H -3.51 -1.15 0.92 0.433
H 3.02 0.52 0.90 0.368
H 3.94 -0.05 -0.28 0.369
H 3.84 -0.91 0.88 0.378
H 0.19 2.64 -0.13 0.516
```